Entry 1:
ORCA calculation (ωB97M-V/def2-TZVPD) on C36H27N2OPPdS2Te as an isolated structure.

Last column: Löwdin spin population.
Geometry (Å):
Pd (-0.200, 0.205, 0.328)  1.058
S (4.612, -1.038, 0.299)  0.001
C (4.898, 0.560, -0.277)  0.001
C (6.113, 1.232, -0.356)  0.000
C (6.116, 2.511, -0.869)  0.000
C (4.924, 3.103, -1.300)  0.000
C (3.720, 2.435, -1.221)  0.001
C (3.689, 1.144, -0.686)  0.003
N (2.577, 0.320, -0.521)  0.037
C (2.914, -0.826, -0.028)  0.013
C (1.973, -1.913, 0.255)  0.063
C (2.418, -3.236, 0.161)  0.032
C (1.570, -4.308, 0.387)  0.004
C (0.258, -4.077, 0.757)  0.028
C (-0.194, -2.768, 0.885)  0.107
C (0.632, -1.691, 0.595)  0.385
H (7.030, 0.761, -0.026)  0.000
H (7.044, 3.060, -0.949)  0.000
H (4.943, 4.108, -1.699)  0.000
H (2.829, 2.928, -1.588)  0.000
H (3.447, -3.421, -0.121)  0.005
H (1.939, -5.320, 0.287)  0.000
H (-0.408, -4.904, 0.971)  0.002
H (-1.196, -2.604, 1.271)  0.016
O (0.289, 2.604, -0.484)  0.017
N (0.537, 2.368, 0.878)  0.040
C (-0.249, 2.988, 1.671)  0.029
C (-1.397, 3.801, 1.252)  0.005
C (-1.508, 5.133, 1.630)  0.001
C (-2.568, 5.897, 1.167)  0.001
C (-3.532, 5.322, 0.354)  0.004
C (-3.439, 3.984, -0.006)  0.007
C (-2.368, 3.213, 0.437)  0.024
P (-2.349, 1.406, 0.110)  0.140
C (-3.417, 0.741, 1.426)  0.020
C (-4.745, 1.148, 1.584)  0.003
C (-5.485, 0.691, 2.662)  0.002
C (-4.902, -0.150, 3.605)  0.002
C (-3.582, -0.551, 3.462)  0.001
C (-2.845, -0.114, 2.370)  0.015
C (-3.259, 1.294, -1.453)  0.076
C (-4.420, 0.525, -1.600)  0.074
C (-5.028, 0.410, -2.846)  0.028
C (-4.479, 1.052, -3.945)  0.014
C (-3.326, 1.819, -3.803)  0.026
C (-2.713, 1.937, -2.565)  0.005
H (1.063, 2.183, -0.893)  0.001
H (0.003, 2.878, 2.721)  0.000
H (-0.748, 5.572, 2.265)  0.000
H (-2.638, 6.941, 1.444)  0.000
H (-4.366, 5.915, 0.001)  0.000
H (-4.207, 3.548, -0.632)  0.001
H (-5.194, 1.833, 0.875)  0.000
H (-6.515, 1.004, 2.776)  0.000
H (-5.482, -0.486, 4.455)  0.000
H (-3.127, -1.193, 4.205)  0.000
H (-1.816, -0.434, 2.256)  0.011
H (-4.879, 0.070, -0.732)  0.003
H (-5.935, -0.171, -2.949)  0.000
H (-4.952, 0.961, -4.914)  0.000
H (-2.901, 2.324, -4.661)  0.001
H (-1.813, 2.532, -2.455)  -0.001
Te (-2.507, -1.884, -1.409)  1.283
C (-4.048, -3.047, -0.734)  0.144
C (-5.121, -2.726, 0.079)  0.077
C (-5.949, -3.830, 0.322)  0.025
C (-5.501, -4.972, -0.298)  0.120
S (-4.069, -4.726, -1.172)  0.035
H (-5.303, -1.741, 0.490)  0.002
H (-6.842, -3.795, 0.929)  0.000
H (-5.953, -5.954, -0.269)  0.006

Computed properties:
- F_max: 0.7 eV/A
- Relative energy (zero: lowest compared OMol25 entry of this formula, charge and spin): 190.2 kJ/mol
- Total charge: +2
- E_HOMO (alpha / beta): -13.05 / -13.02 eV
- Spin multiplicity: 5
- Orbital gap (alpha / beta): 0.288 / 0.155 Ha
- E_tot: -3105.729981 Ha


Entry 2:
ORCA calculation (ωB97M-V/def2-TZVPD) on C36H28BaCl5N9O2S5 as an isolated structure.

Last column: Mulliken charge in e.
Geometry (Å):
Ba (-1.128, -0.147, -0.627)  2.419
O (3.061, -1.786, -0.258)  -0.564
C (3.018, -2.913, 0.475)  0.029
C (4.226, -3.584, 0.680)  -0.719
C (4.255, -4.775, 1.383)  -0.216
C (3.080, -5.321, 1.897)  -0.760
C (1.884, -4.642, 1.718)  -0.242
C (1.829, -3.430, 1.028)  0.214
C (0.534, -2.672, 0.892)  0.651
O (0.460, -1.722, 0.009)  -0.918
N (-0.409, -3.031, 1.723)  -0.550
N (-1.544, -2.209, 1.675)  0.190
C (-2.575, -2.706, 2.224)  -0.076
S (-4.011, -1.722, 2.516)  -0.056
C (-5.005, -3.047, 3.252)  -0.656
C (-4.492, -4.367, 2.711)  -0.240
S (-2.679, -4.379, 2.835)  -0.155
H (2.136, -1.486, -0.378)  0.322
H (5.130, -3.151, 0.264)  0.417
H (5.202, -5.285, 1.528)  0.341
H (3.099, -6.264, 2.432)  0.372
H (0.955, -5.028, 2.121)  0.458
H (-6.043, -2.867, 2.960)  0.358
H (-4.907, -3.002, 4.338)  0.373
H (-4.762, -4.471, 1.663)  -0.060
H (-4.881, -5.217, 3.276)  0.384
Cl (-1.473, -2.269, -3.749)  -0.247
C (-0.233, -1.073, -4.150)  1.013
C (0.066, -0.126, -3.189)  -1.135
C (1.049, 0.773, -3.565)  0.341
Cl (1.534, 1.994, -2.381)  -0.029
C (1.691, 0.774, -4.806)  -0.525
Cl (2.899, 1.957, -5.208)  -0.221
C (1.347, -0.205, -5.739)  0.718
Cl (2.120, -0.251, -7.291)  -0.239
C (0.373, -1.149, -5.406)  -0.593
Cl (-0.056, -2.380, -6.560)  -0.219
N (-1.074, 2.722, 5.816)  -0.472
C (-0.834, 2.679, 4.470)  0.633
N (0.229, 3.361, 4.029)  -0.160
N (-1.664, 1.978, 3.757)  -0.580
C (-1.558, 1.694, 2.472)  0.039
N (-1.644, 1.350, 1.363)  -0.346
H (-0.736, 3.515, 6.333)  0.221
H (-1.970, 2.354, 6.086)  0.271
H (0.929, 3.646, 4.691)  0.236
H (0.550, 3.238, 3.059)  -0.145
S (4.113, 7.747, -0.610)  -0.448
C (3.704, 6.176, -0.180)  0.261
S (2.121, 5.777, 0.376)  -0.190
C (2.518, 4.055, 0.567)  0.055
N (3.750, 3.844, 0.219)  -0.736
N (4.408, 5.014, -0.206)  0.539
C (5.749, 4.782, -0.685)  0.365
C (6.069, 3.493, -1.130)  -0.304
C (7.345, 3.213, -1.597)  -0.587
C (8.325, 4.197, -1.626)  -0.405
C (8.009, 5.468, -1.175)  -0.577
C (6.732, 5.770, -0.704)  -0.469
S (1.354, 2.931, 1.109)  -0.266
H (5.308, 2.728, -1.106)  0.570
H (7.566, 2.209, -1.946)  0.359
H (9.321, 3.973, -1.993)  0.357
H (8.759, 6.252, -1.184)  0.332
H (6.504, 6.762, -0.357)  0.259
N (-1.676, 2.471, -1.987)  -0.473
H (-1.011, 3.080, -1.511)  0.199
H (-2.590, 2.910, -1.958)  0.208
H (-1.382, 2.391, -2.954)  0.161
C (-6.130, -4.116, -0.980)  -0.368
C (-4.730, -4.133, -1.203)  -1.105
C (-4.012, -2.969, -1.123)  -0.470
C (-4.618, -1.713, -0.828)  0.322
C (-3.801, -0.524, -0.748)  0.080
C (-4.511, 0.626, -0.440)  -0.324
C (-5.915, 0.658, -0.202)  -0.944
C (-6.663, -0.488, -0.274)  -0.972
C (-6.027, -1.716, -0.598)  1.184
C (-6.758, -2.935, -0.682)  -0.764
H (-6.700, -5.035, -1.050)  0.354
H (-4.230, -5.067, -1.433)  0.394
H (-2.937, -2.987, -1.283)  0.414
H (-3.978, 1.582, -0.343)  0.181
H (-6.399, 1.601, 0.050)  0.318
H (-7.735, -0.474, -0.096)  0.298
H (-7.831, -2.911, -0.502)  0.317

Computed properties:
- F_max: 2.7 eV/A
- Relative energy (zero: lowest compared OMol25 entry of this formula, charge and spin): 102.1 kJ/mol
- Total charge: -2
- E_HOMO: -2.59 eV
- Spin multiplicity: 1
- Orbital gap: 0.228 Ha
- E_tot: -6349.498101 Ha


Question: Which of these has the highest relative energy (zero: lowest compared OMol25 entry of this formula, charge and spin)?
Answer: C36H27N2OPPdS2Te


Question: Which of these has the lowest total charge?
Answer: C36H28BaCl5N9O2S5


Question: Look up the spin multiplicity of the second one.
Answer: 1